Record 1
Formula: C32H64Br4O21
Source: OMol25
Level of theory: ωB97M-V with the def2-TZVPD basis set

Properties
ΔE to the lowest compared entry with this formula, charge and spin in eV: 0.0000
Net charge: 0
E in eV: -357389.6785

Atoms and positions in Å:
C 1.216 2.500 5.598
C 1.851 1.220 6.164
O 1.635 1.187 7.575
C 2.367 0.360 8.310
O 3.130 -0.455 7.867
O 2.067 0.652 9.576
C 2.531 -0.195 10.609
H 1.492 2.489 4.540
H 1.629 3.406 6.032
H 0.132 2.406 5.633
H 2.929 1.258 6.009
H 1.387 0.374 5.658
H 3.359 -0.828 10.283
H 1.774 -0.909 10.938
H 2.882 0.355 11.478
C -5.353 -0.005 -0.659
C -3.952 -0.043 -1.279
O -3.511 -1.376 -1.437
C -2.202 -1.619 -1.529
O -1.377 -0.798 -1.244
O -1.915 -2.863 -1.854
C -2.969 -3.763 -2.178
H -6.124 -0.671 -1.044
H -5.705 1.025 -0.724
H -5.297 -0.236 0.407
H -3.236 0.528 -0.685
H -3.993 0.424 -2.267
H -3.755 -3.783 -1.424
H -2.556 -4.770 -2.176
H -3.354 -3.504 -3.164
C 1.730 3.841 -4.419
C 2.275 2.847 -5.437
O 1.585 1.597 -5.331
C 2.249 0.625 -4.702
O 3.434 0.631 -4.480
O 1.416 -0.311 -4.293
C 1.886 -1.207 -3.279
H 2.039 4.865 -4.631
H 2.006 3.641 -3.383
H 0.642 3.778 -4.458
H 3.358 2.791 -5.348
H 2.033 3.151 -6.455
H 0.981 -1.719 -2.972
H 2.391 -0.657 -2.490
H 2.529 -1.953 -3.749
C 4.506 0.026 0.968
C 5.220 -0.725 2.119
O 5.197 -2.099 1.817
C 4.394 -2.878 2.513
O 3.553 -2.472 3.284
O 4.476 -4.139 2.123
C 3.477 -5.048 2.546
H 3.537 -0.420 0.733
H 5.106 -0.004 0.059
H 4.230 1.063 1.155
H 4.801 -0.431 3.078
H 6.238 -0.335 2.136
H 3.637 -5.354 3.581
H 3.320 -5.846 1.832
H 2.516 -4.538 2.588
C 1.287 -2.175 0.516
C 0.348 -3.350 0.317
O 0.841 -4.456 1.093
C 0.058 -5.528 1.227
O -1.133 -5.594 1.135
O 0.870 -6.549 1.499
C 0.263 -7.842 1.632
H 0.888 -1.322 -0.026
H 2.270 -2.475 0.136
H 1.530 -1.990 1.564
H 0.180 -3.630 -0.722
H -0.633 -3.142 0.754
H -0.357 -7.699 2.520
H 1.028 -8.585 1.841
H -0.284 -8.164 0.748
C -4.455 4.741 0.563
C -4.442 4.116 1.955
O -3.235 3.337 2.046
C -3.282 2.058 2.354
O -4.252 1.344 2.335
O -2.021 1.619 2.462
C -1.766 0.238 2.339
H -4.957 5.710 0.632
H -5.012 4.136 -0.151
H -3.472 4.955 0.144
H -5.319 3.471 1.976
H -4.449 4.821 2.781
H -2.224 -0.389 3.105
H -0.689 0.104 2.281
H -2.148 -0.181 1.402
C -2.263 -4.393 -7.795
C -1.274 -3.263 -7.519
O -1.814 -2.452 -6.479
C -1.311 -1.250 -6.315
O -0.386 -0.790 -6.923
O -2.073 -0.586 -5.433
C -1.740 0.771 -5.171
H -2.470 -5.021 -6.929
H -1.890 -5.066 -8.573
H -3.210 -4.098 -8.250
H -1.163 -2.708 -8.451
H -0.294 -3.580 -7.163
H -1.207 0.935 -4.240
H -2.709 1.273 -5.146
H -1.196 1.250 -5.984
Br 1.780 2.540 1.843
C 0.565 3.198 0.451
C 0.511 2.194 -0.682
Br -0.863 2.755 -1.947
H 0.965 4.054 -0.091
H -0.376 3.333 0.970
H 0.224 1.207 -0.315
H 1.416 2.017 -1.258
Br 1.271 7.036 -1.224
C -0.071 7.943 -0.154
C -1.196 6.997 0.248
Br -0.763 6.072 1.967
H -0.510 8.726 -0.771
H 0.354 8.428 0.719
H -1.507 6.225 -0.449
H -2.080 7.587 0.485

---

Record 2
Formula: C6H8N3O3S
Source: OMol25
Level of theory: ωB97M-V with the def2-TZVPD basis set

Properties
ΔE to the lowest compared entry with this formula, charge and spin in eV: 0.0000
Net charge: +1
E in eV: -27786.7020

Atoms and positions in Å:
C 0.708 -3.541 1.303
C 0.707 -2.817 2.489
C 1.267 -1.470 0.887
C -0.934 2.105 -1.792
C -0.248 2.150 -0.680
C -0.023 1.024 0.311
N 1.068 -1.514 2.168
N 1.062 -2.626 0.348
N 0.252 -3.159 3.866
O -0.018 -4.301 3.971
O 0.226 -2.250 4.631
O 1.409 -0.462 -1.494
S 1.507 0.130 -0.206
H 0.334 -4.526 0.988
H -1.149 3.035 -2.339
H -1.294 1.261 -2.255
H 0.318 3.060 -0.318
H 0.197 1.224 1.459
H -0.985 0.419 0.335
H 1.189 -0.572 2.658
H 1.492 -2.975 -0.497

---

Record 3
Formula: C51H52O17
Source: OMol25
Level of theory: ωB97M-V with the def2-TZVPD basis set

Properties
ΔE to the lowest compared entry with this formula, charge and spin in eV: 21.6476
Net charge: 0
E in eV: -88509.4236

Atoms and positions in Å:
C 2.788 -1.336 -1.421
C 3.504 -1.736 -0.207
C 4.754 -0.913 0.103
O 2.542 -1.624 0.948
H 2.093 -2.063 -1.840
H 3.402 -1.200 -2.403
H 2.102 -0.466 -1.321
H 3.872 -2.888 -0.393
H 5.648 -0.813 -0.515
H 5.104 -1.234 1.107
H 4.460 0.171 0.132
H 2.202 -0.769 1.042
C 0.671 2.346 -0.575
C -0.129 1.453 0.284
C -1.106 0.733 -0.598
O 0.780 0.602 0.945
H 1.569 2.838 0.039
H 0.091 3.162 -0.897
H 1.102 1.941 -1.401
H -0.640 2.089 1.071
H -1.597 1.391 -1.204
H -1.581 0.108 -0.029
H -0.612 0.014 -1.333
H 1.018 0.540 1.813
C 0.300 -4.617 -0.659
C -0.308 -3.459 -0.057
C -1.762 -3.701 0.379
O 0.489 -3.301 1.180
H -0.281 -4.913 -1.410
H 0.463 -5.525 0.101
H 1.359 -4.384 -1.042
H -0.118 -2.602 -0.817
H -1.782 -4.410 1.142
H -2.374 -3.881 -0.472
H -2.216 -2.794 0.718
H 1.436 -3.152 0.952
C 5.927 2.342 -1.139
C 6.280 1.176 -2.184
C 5.301 0.659 -3.037
O 5.532 -0.286 -3.768
C 3.942 1.336 -3.067
C 3.526 2.423 -2.223
C 4.555 2.975 -1.187
O 4.233 3.980 -0.497
H 6.694 2.798 -0.512
H 7.326 0.817 -2.157
H 3.203 0.830 -3.780
H 2.521 3.045 -2.110
C -4.553 2.294 -2.267
C -4.074 3.754 -2.077
C -2.777 4.206 -2.773
O -2.226 5.311 -2.764
C -2.028 3.151 -3.601
C -2.638 1.825 -3.845
C -3.791 1.365 -3.175
O -4.161 0.167 -3.396
H -5.509 2.008 -1.967
H -4.515 4.421 -1.280
H -1.114 3.499 -4.117
H -2.106 1.327 -4.653
C 2.368 0.052 5.258
C 3.417 -0.408 6.256
C 4.861 -0.177 5.903
O 5.803 -0.477 6.659
C 5.124 0.494 4.589
C 4.086 1.032 3.797
C 2.719 0.735 3.955
O 1.928 1.267 3.291
H 1.342 -0.159 5.582
H 3.163 -1.110 7.156
H 6.239 0.721 4.463
H 4.577 1.939 3.171
C 1.593 5.343 1.461
C 0.174 4.801 1.784
C -1.023 5.302 0.998
O -2.092 4.681 1.004
C -0.788 6.518 0.180
C 0.570 6.954 -0.053
C 1.758 6.466 0.562
O 2.750 6.915 0.115
H 2.497 4.920 1.922
H 0.144 3.904 2.521
H -1.651 7.007 -0.379
H 0.739 7.969 -0.609
C -4.254 -1.582 4.208
C -3.556 -0.287 4.387
C -2.088 -0.057 3.965
O -1.481 0.940 4.103
C -1.399 -1.372 3.524
C -2.148 -2.645 3.538
C -3.581 -2.820 3.761
O -4.202 -3.820 3.795
H -5.401 -1.690 4.466
H -4.143 0.643 4.753
H -0.297 -1.434 3.090
H -1.538 -3.398 3.328
C -4.387 -1.860 -0.647
C -4.618 -0.572 -0.009
C -5.778 -0.548 0.921
O -6.075 0.520 1.586
C -6.483 -1.774 1.126
C -6.243 -3.035 0.523
C -5.127 -3.135 -0.409
O -4.819 -4.255 -1.077
H -3.559 -1.743 -1.409
H -3.998 0.213 -0.210
H -7.229 -1.803 2.031
H -6.758 -3.963 0.833
C 0.813 -4.107 -4.359
C 0.316 -2.606 -3.940
C -1.188 -2.466 -3.771
O -1.789 -1.467 -3.275
C -2.022 -3.560 -4.187
C -1.471 -4.873 -4.782
C -0.106 -5.166 -4.796
O 0.274 -6.271 -5.246
H 1.821 -4.469 -4.382
H 1.131 -2.111 -3.620
H -3.337 -3.467 -4.190
H -2.392 -5.626 -4.950

---

Record 4
Formula: C22H15F6HfN4O4
Source: OMol25
Level of theory: ωB97M-V with the def2-TZVPD basis set

Properties
ΔE to the lowest compared entry with this formula, charge and spin in eV: 0.0000
Net charge: -1
E in eV: -54828.1958

Atoms and positions in Å:
Hf -0.075 0.550 -0.080
O -2.492 -2.883 -1.504
C -1.651 -2.104 -1.055
N -1.740 -0.779 -0.867
C -3.002 -0.138 -0.962
C -4.007 -0.479 -1.857
C -5.214 0.210 -1.846
C -5.423 1.234 -0.938
C -4.427 1.590 -0.037
C -3.209 0.915 -0.041
N -2.114 1.190 0.779
C -2.189 1.905 1.897
O -3.132 2.505 2.420
C -0.867 1.889 2.660
C -0.808 2.407 3.945
C 0.372 2.309 4.657
C 1.470 1.689 4.075
C 1.332 1.176 2.801
N 0.184 1.255 2.123
C -0.350 -2.709 -0.560
C -0.155 -4.079 -0.664
C 1.016 -4.626 -0.173
C 1.967 -3.788 0.390
C 1.705 -2.430 0.431
N 0.569 -1.904 -0.021
H -3.841 -1.287 -2.552
H -5.991 -0.061 -2.552
H -6.365 1.770 -0.930
H -4.577 2.388 0.673
H -1.699 2.878 4.334
H 0.442 2.710 5.661
H 2.414 1.604 4.595
H 2.154 0.698 2.280
H -0.935 -4.668 -1.124
H 1.191 -5.693 -0.234
H 2.901 -4.172 0.777
H 2.431 -1.717 0.802
C 4.363 0.196 -1.182
C 2.911 0.554 -1.497
O 2.132 0.362 -0.392
C 2.358 -0.373 -2.607
F 1.015 -0.292 -2.656
F 2.652 -1.664 -2.354
F 2.821 -0.110 -3.841
C 2.896 2.017 -2.049
F 3.978 2.223 -2.864
F 1.836 2.339 -2.778
F 3.021 2.885 -1.040
H 4.385 -0.813 -0.776
H 4.720 0.884 -0.416
H 5.015 0.256 -2.052
O 0.013 2.178 -0.801

---

Record 5
Formula: C17H24AgF5N3OSTa
Source: OMol25
Level of theory: ωB97M-V with the def2-TZVPD basis set

Properties
Net charge: +2
E in eV: -54492.9236

Atoms and positions in Å:
N 0.683 -0.404 1.415
C 1.205 -0.998 2.344
O 1.741 -1.522 3.257
Ag 2.173 -2.536 -0.419
Ta -0.415 -0.178 -0.187
N 0.624 0.535 -1.704
N -1.750 1.141 0.340
C 1.800 1.382 -1.909
C -1.673 2.027 1.535
C 2.451 1.098 -3.257
C 1.357 2.847 -1.919
C 2.824 1.144 -0.810
C -1.998 1.178 2.758
C -2.697 3.150 1.421
C -0.283 2.630 1.668
H 2.717 0.044 -3.355
H 3.365 1.696 -3.321
H 1.809 1.390 -4.091
H 0.621 3.029 -2.713
H 2.239 3.475 -2.107
H 0.918 3.147 -0.959
H 2.416 1.297 0.197
H 3.649 1.857 -0.966
H 3.233 0.124 -0.876
H -2.984 0.704 2.658
H -2.009 1.826 3.644
H -1.246 0.397 2.905
H -3.728 2.778 1.474
H -2.550 3.720 0.497
H -2.548 3.827 2.270
H -0.280 3.265 2.566
H -0.052 3.260 0.800
H 0.490 1.866 1.798
C -0.274 0.420 -2.877
H -1.194 -0.141 -2.620
H -0.570 1.410 -3.268
H 0.225 -0.134 -3.692
C -3.085 0.946 -0.262
H -3.054 0.116 -0.983
H -3.843 0.696 0.501
H -3.423 1.850 -0.799
F 1.872 -6.459 1.932
C 1.141 -5.471 1.381
C 1.405 -5.062 0.072
F 2.374 -5.670 -0.661
C 0.562 -4.098 -0.558
F 0.443 -4.160 -1.961
C -0.521 -3.543 0.191
S -1.529 -2.164 -0.512
C -0.746 -3.986 1.495
F -1.757 -3.450 2.229
C 0.063 -4.939 2.090
F -0.188 -5.359 3.348

---

Record 6
Formula: C9H13NO2S
Source: OMol25
Level of theory: ωB97M-V with the def2-TZVPD basis set

Properties
ΔE to the lowest compared entry with this formula, charge and spin in eV: 3.2034
Net charge: 0
E in eV: -25961.4969

Atoms and positions in Å:
C -0.342 -1.716 -2.267
N 0.911 -0.995 -2.489
C 2.170 -1.728 -2.335
C 0.899 0.308 -2.594
H -0.089 -2.779 -2.260
H -0.785 -1.454 -1.293
H -1.051 -1.470 -3.066
H 1.901 -2.789 -2.315
H 2.833 -1.493 -3.171
H 2.658 -1.477 -1.384
H 1.846 0.829 -2.749
H -0.060 0.807 -2.769
C -2.292 0.855 3.300
C -2.573 0.910 1.932
C -1.525 1.041 1.020
C -0.216 1.102 1.479
S 1.055 1.063 0.119
O 1.955 2.191 0.403
O 1.590 -0.312 0.301
C 0.082 1.141 2.835
C -0.969 0.998 3.771
H -3.078 0.662 4.013
H -3.598 0.830 1.560
H -1.702 1.147 -0.047
H 1.118 1.316 3.164
H -0.737 1.013 4.843